1.
C48H132N12O12 | ωB97M-V with the def2-TZVPD basis set

Atoms and positions in Å:
C  3.760  -3.935  -1.971
O  2.722  -4.352  -2.845
C  1.536  -3.627  -2.593
C  0.425  -4.020  -3.610
C  0.994  -3.900  -5.015
N  -0.727  -3.147  -3.434
H  4.613  -4.558  -2.239
H  3.483  -4.148  -0.935
H  4.041  -2.888  -2.109
H  1.206  -3.974  -1.605
H  1.685  -2.548  -2.700
H  0.117  -5.047  -3.403
H  1.940  -4.412  -5.156
H  1.102  -2.851  -5.310
H  0.241  -4.245  -5.731
H  -0.907  -2.884  -2.457
H  -0.562  -2.197  -3.761
C  -4.540  -0.649  -5.268
O  -3.545  -0.101  -4.433
C  -2.234  -0.524  -4.827
C  -1.180  0.241  -4.024
C  -1.457  1.736  -4.051
N  0.160  0.003  -4.617
H  -4.553  -0.142  -6.234
H  -5.496  -0.557  -4.752
H  -4.410  -1.729  -5.405
H  -2.177  -1.545  -4.447
H  -2.070  -0.484  -5.906
H  -1.129  -0.179  -3.019
H  -0.734  2.304  -3.466
H  -2.431  1.996  -3.620
H  -1.500  2.093  -5.083
H  0.806  0.686  -4.206
H  0.082  0.352  -5.574
C  3.629  4.347  1.836
O  2.825  3.412  2.538
C  2.273  3.911  3.734
C  1.604  2.802  4.564
C  0.431  2.090  3.935
N  1.194  3.520  5.809
H  4.365  3.780  1.268
H  4.120  5.038  2.524
H  3.030  4.899  1.105
H  3.096  4.262  4.367
H  1.528  4.695  3.565
H  2.349  2.069  4.887
H  -0.564  2.402  4.250
H  0.482  1.010  4.102
H  0.465  2.142  2.843
H  1.978  4.043  6.183
H  0.994  2.802  6.500
C  8.451  -3.752  2.556
O  7.340  -4.004  1.726
C  6.202  -3.322  2.201
C  4.952  -3.771  1.467
C  3.664  -3.169  2.039
N  4.761  -5.234  1.463
H  8.726  -2.695  2.553
H  9.319  -4.287  2.169
H  8.300  -4.161  3.558
H  6.059  -3.414  3.288
H  6.345  -2.241  2.051
H  5.044  -3.521  0.409
H  2.817  -3.472  1.428
H  3.741  -2.084  2.125
H  3.515  -3.583  3.040
H  5.635  -5.640  1.127
H  4.732  -5.574  2.425
C  5.427  2.088  -4.466
O  4.980  3.416  -4.304
C  4.121  3.646  -3.194
C  2.632  3.455  -3.502
C  1.812  4.407  -2.620
N  2.114  2.095  -3.379
H  4.606  1.371  -4.452
H  6.139  1.802  -3.680
H  5.950  2.007  -5.418
H  4.344  3.160  -2.231
H  4.329  4.684  -2.913
H  2.452  3.789  -4.527
H  1.732  4.076  -1.581
H  0.786  4.479  -2.989
H  2.233  5.411  -2.650
H  2.225  1.768  -2.417
H  2.698  1.458  -3.907
C  -4.251  1.744  -1.478
O  -3.829  2.922  -2.166
C  -4.205  4.113  -1.525
C  -3.666  5.272  -2.353
C  -2.178  5.211  -2.666
N  -4.044  6.581  -1.848
H  -3.732  1.702  -0.518
H  -3.980  0.903  -2.116
H  -5.342  1.820  -1.421
H  -5.300  4.139  -1.437
H  -3.770  4.192  -0.513
H  -4.202  5.155  -3.305
H  -1.938  4.487  -3.441
H  -1.580  5.000  -1.774
H  -1.910  6.207  -3.021
H  -5.049  6.673  -1.749
H  -3.625  6.750  -0.927
C  -0.452  2.594  0.337
O  -0.081  1.221  0.449
C  -0.883  0.351  -0.340
C  -0.794  -1.084  0.133
C  0.609  -1.658  0.268
N  -1.544  -1.943  -0.812
H  -0.303  2.895  -0.706
H  0.272  3.136  0.941
H  -1.495  2.722  0.629
H  -1.908  0.727  -0.382
H  -0.430  0.421  -1.339
H  -1.349  -1.127  1.079
H  0.633  -2.638  0.732
H  1.116  -0.983  0.970
H  1.158  -1.643  -0.669
H  -1.933  -2.721  -0.283
H  -2.425  -1.502  -1.079
C  -2.463  5.163  4.737
O  -1.890  5.782  3.622
C  -1.717  4.884  2.562
C  -1.568  5.494  1.183
C  -0.254  6.150  0.805
N  -2.650  6.471  0.913
H  -2.564  5.857  5.572
H  -1.860  4.331  5.116
H  -3.487  4.831  4.530
H  -0.986  4.086  2.775
H  -2.559  4.172  2.481
H  -1.760  4.717  0.435
H  -0.242  6.324  -0.269
H  0.585  5.505  1.081
H  -0.095  7.070  1.371
H  -3.526  6.163  1.334
H  -2.437  7.275  1.508
C  -4.395  -2.894  -2.291
O  -4.391  -2.099  -1.106
C  -5.661  -1.858  -0.547
C  -5.548  -0.869  0.616
C  -5.003  -1.487  1.895
N  -6.879  -0.313  0.864
H  -4.877  -2.363  -3.113
H  -4.968  -3.800  -2.072
H  -3.358  -3.109  -2.539
H  -6.364  -1.516  -1.313
H  -6.034  -2.792  -0.094
H  -4.946  -0.023  0.274
H  -5.587  -2.380  2.126
H  -5.055  -0.714  2.659
H  -3.959  -1.776  1.774
H  -7.560  -1.039  1.086
H  -7.285  0.068  0.013
C  -2.262  -0.231  5.008
O  -2.339  -1.074  3.888
C  -2.057  -2.435  4.192
C  -0.625  -2.764  4.657
C  0.387  -2.640  3.546
N  -0.583  -4.116  5.271
H  -2.522  0.770  4.653
H  -1.277  -0.156  5.469
H  -3.033  -0.401  5.770
H  -2.811  -2.797  4.900
H  -2.218  -2.967  3.248
H  -0.432  -2.082  5.492
H  0.405  -1.639  3.116
H  0.066  -3.320  2.750
H  1.364  -2.939  3.918
H  -1.208  -4.108  6.073
H  -1.049  -4.728  4.600
C  7.350  0.281  0.614
O  6.023  -0.025  0.268
C  5.104  1.046  0.364
C  3.750  0.538  -0.074
C  3.804  -0.073  -1.465
N  2.793  1.665  -0.178
H  7.466  0.672  1.627
H  7.770  1.005  -0.092
H  7.948  -0.621  0.497
H  5.028  1.328  1.421
H  5.391  1.899  -0.261
H  3.391  -0.214  0.638
H  4.538  -0.886  -1.453
H  4.200  0.656  -2.177
H  2.883  -0.507  -1.855
H  1.856  1.267  -0.081
H  2.783  2.262  0.648
C  -5.525  -5.887  0.364
O  -4.201  -6.302  0.492
C  -3.229  -5.281  0.299
C  -1.840  -5.840  0.514
C  -1.737  -6.227  1.993
N  -0.781  -4.902  0.216
H  -5.789  -5.152  1.133
H  -6.166  -6.757  0.500
H  -5.766  -5.485  -0.627
H  -3.435  -4.922  -0.718
H  -3.469  -4.432  0.956
H  -1.771  -6.746  -0.101
H  -1.930  -5.357  2.621
H  -0.714  -6.533  2.232
H  -2.397  -7.054  2.246
H  0.133  -5.304  0.388
H  -0.751  -4.620  -0.760

Results
- Total charge: 0
- HOMO-LUMO gap: 8.8 eV
- Structure (SMILES): COC[C@H](C)N.COC[C@H](C)N.COC[C@H](C)N.COC[C@H](C)N.COC[C@H](C)N.COC[C@H](C)N.COC[C@H](C)N.COC[C@H](C)N.COC[C@H](C)N.COC[C@H](C)N.COC[C@H](C)N.COC[C@H](C)N
- HOMO: -8.43 eV

Löwdin atomic charge list, values in e, 2 entries: atom 1 (C): -0.09, atom 2 (O): -0.19

2.
C48H132N12O12 | ωB97M-V with the def2-TZVPD basis set

Atoms and positions in Å:
C  1.201  1.105  -5.733
O  2.527  0.802  -5.398
C  3.505  1.041  -6.413
C  4.955  0.734  -5.875
C  5.332  -0.729  -5.683
N  5.163  1.468  -4.622
H  0.644  0.922  -4.814
H  0.759  0.520  -6.540
H  1.170  2.176  -5.931
H  3.381  0.373  -7.265
H  3.538  2.040  -6.847
H  5.641  1.176  -6.597
H  4.751  -1.292  -4.953
H  6.381  -0.965  -5.506
H  5.127  -1.188  -6.651
H  4.297  1.469  -4.101
H  5.921  1.010  -4.136
C  -2.200  -1.389  1.096
O  -0.999  -1.242  0.379
C  -0.458  0.055  0.235
C  0.995  -0.080  -0.381
C  1.024  -0.522  -1.815
N  1.831  -1.017  0.412
H  -2.389  -2.451  1.251
H  -3.059  -1.181  0.457
H  -2.162  -0.934  2.086
H  -1.072  0.613  -0.472
H  -0.548  0.649  1.145
H  1.474  0.899  -0.376
H  0.799  -1.587  -1.876
H  1.879  -0.335  -2.465
H  0.142  -0.047  -2.245
H  1.083  -1.673  0.584
H  2.080  -0.598  1.296
C  3.017  3.947  -2.414
O  4.403  4.231  -2.804
C  5.372  4.314  -1.732
C  6.844  4.577  -2.228
C  7.062  5.939  -2.931
N  7.324  3.605  -3.245
H  2.897  2.952  -1.987
H  2.305  4.094  -3.226
H  2.668  4.602  -1.615
H  5.127  5.186  -1.127
H  5.352  3.414  -1.116
H  7.532  4.479  -1.388
H  6.772  6.781  -2.302
H  6.527  6.096  -3.867
H  8.123  6.060  -3.153
H  6.566  3.621  -3.912
H  7.284  2.653  -2.910
C  -1.399  -5.576  3.552
O  -0.064  -5.050  3.483
C  0.469  -4.446  4.639
C  -0.022  -3.010  4.820
C  0.123  -2.165  3.529
N  0.500  -2.292  6.000
H  -1.596  -5.976  2.558
H  -2.082  -4.739  3.696
H  -1.486  -6.354  4.310
H  0.187  -5.210  5.363
H  1.548  -4.433  4.484
H  -1.085  -3.188  4.983
H  -0.403  -1.224  3.690
H  -0.289  -2.750  2.706
H  1.166  -1.969  3.277
H  0.660  -2.846  6.830
H  1.428  -1.927  5.842
C  -6.268  -2.635  1.800
O  -6.225  -2.006  0.520
C  -7.045  -0.851  0.439
C  -6.850  -0.193  -0.927
C  -5.342  0.222  -1.192
N  -7.656  1.023  -0.941
H  -5.449  -3.278  2.122
H  -7.126  -3.307  1.811
H  -6.459  -2.021  2.681
H  -8.092  -1.101  0.610
H  -6.740  -0.167  1.231
H  -7.266  -0.863  -1.679
H  -4.834  0.734  -0.374
H  -5.150  0.775  -2.111
H  -4.777  -0.676  -1.443
H  -7.171  1.705  -0.375
H  -8.573  0.878  -0.543
C  0.077  6.210  5.025
O  0.050  4.810  5.287
C  -1.194  4.163  5.253
C  -0.920  2.746  5.558
C  -0.022  1.959  4.593
N  -2.164  1.952  5.697
H  -0.028  6.379  3.953
H  1.085  6.507  5.314
H  -0.713  6.729  5.567
H  -1.879  4.641  5.953
H  -1.571  4.337  4.245
H  -0.453  2.630  6.536
H  -0.669  1.729  3.746
H  0.411  1.041  4.989
H  0.778  2.635  4.291
H  -2.523  1.911  4.754
H  -1.830  1.039  5.968
C  7.620  -0.689  0.380
O  6.750  -0.432  -0.726
C  5.415  -0.873  -0.479
C  5.125  -2.351  -0.583
C  5.964  -2.837  -1.797
N  3.774  -2.776  -0.781
H  7.640  -1.757  0.597
H  7.334  -0.115  1.261
H  8.673  -0.476  0.197
H  5.080  -0.428  0.458
H  4.673  -0.499  -1.184
H  5.492  -2.824  0.327
H  5.832  -3.874  -2.103
H  7.027  -2.836  -1.556
H  5.930  -2.220  -2.696
H  3.107  -2.286  -0.204
H  3.498  -2.654  -1.745
C  -2.149  -7.390  -3.152
O  -1.663  -7.090  -1.817
C  -0.277  -6.999  -1.637
C  0.148  -6.347  -0.320
C  0.112  -4.838  -0.267
N  1.482  -6.724  0.015
H  -1.793  -6.585  -3.795
H  -3.227  -7.501  -3.042
H  -1.780  -8.326  -3.571
H  0.143  -8.004  -1.610
H  0.197  -6.443  -2.446
H  -0.519  -6.701  0.466
H  0.382  -4.469  0.723
H  -0.893  -4.515  -0.539
H  0.755  -4.382  -1.019
H  1.704  -6.748  1.000
H  1.566  -7.690  -0.266
C  -0.495  3.977  1.312
O  -0.072  4.426  0.029
C  -1.135  4.694  -0.928
C  -1.937  3.526  -1.422
C  -1.228  2.672  -2.465
N  -3.233  3.929  -1.975
H  -0.796  2.932  1.391
H  -1.234  4.573  1.848
H  0.376  3.793  1.941
H  -1.763  5.482  -0.512
H  -0.720  5.033  -1.878
H  -2.262  2.892  -0.597
H  -1.129  3.159  -3.435
H  -1.800  1.821  -2.837
H  -0.271  2.286  -2.116
H  -3.673  3.163  -2.464
H  -3.838  4.156  -1.199
C  3.831  -1.064  3.229
O  3.275  0.041  2.543
C  3.431  1.348  3.263
C  2.966  2.444  2.214
C  3.932  2.383  1.024
N  3.043  3.810  2.845
H  3.247  -1.279  4.124
H  4.857  -0.806  3.490
H  3.865  -1.924  2.560
H  2.756  1.448  4.113
H  4.402  1.599  3.689
H  1.938  2.198  1.947
H  3.844  1.470  0.435
H  4.996  2.568  1.168
H  3.559  3.181  0.381
H  2.557  4.534  2.337
H  2.566  3.756  3.734
C  -2.887  -1.081  -3.975
O  -3.037  -2.295  -3.307
C  -4.323  -2.882  -3.458
C  -4.554  -4.165  -2.699
C  -5.938  -4.815  -2.959
N  -4.543  -3.898  -1.242
H  -3.502  -0.347  -3.454
H  -3.278  -1.239  -4.980
H  -1.838  -0.806  -4.075
H  -5.108  -2.176  -3.188
H  -4.431  -3.122  -4.516
H  -3.789  -4.885  -2.990
H  -6.750  -4.115  -2.764
H  -6.075  -5.689  -2.322
H  -5.994  -5.268  -3.948
H  -5.516  -3.679  -1.084
H  -4.089  -3.007  -1.107
C  -5.996  4.330  0.237
O  -5.000  3.331  0.621
C  -5.407  2.586  1.796
C  -4.295  1.703  2.311
C  -4.751  0.720  3.466
N  -3.227  2.489  2.833
H  -5.589  4.858  -0.625
H  -6.088  5.148  0.952
H  -6.971  3.908  -0.005
H  -5.665  3.231  2.636
H  -6.314  2.044  1.525
H  -3.898  1.091  1.501
H  -4.010  0.037  3.881
H  -5.450  -0.011  3.060
H  -5.100  1.292  4.326
H  -2.829  2.995  2.055
H  -3.691  3.303  3.209

Results
- Total charge: 0
- HOMO-LUMO gap: 8.3 eV
- Structure (SMILES): COC[C@H](C)N.COC[C@H](C)N.COC[C@H](C)N.COC[C@H](C)N.COC[C@H](C)N.COC[C@H](C)N.COC[C@H](C)N.COC[C@H](C)N.COC[C@H](C)N.COC[C@H](C)N.COC[C@H](C)N.COC[C@H](C)N
- HOMO: -7.97 eV

Löwdin atomic charge list, values in e, 2 entries: atom 1 (C): -0.11, atom 2 (O): -0.20

3.
C48H132N12O12 | ωB97M-V with the def2-TZVPD basis set

Atoms and positions in Å:
C  6.110  -4.541  -1.953
O  4.860  -3.775  -1.688
C  4.933  -2.960  -0.510
C  3.499  -2.537  -0.216
C  2.782  -1.822  -1.367
N  3.410  -1.729  1.001
H  6.182  -5.451  -1.357
H  7.050  -3.990  -1.925
H  6.029  -4.978  -2.948
H  5.360  -3.512  0.326
H  5.592  -2.106  -0.670
H  2.960  -3.443  0.063
H  2.542  -2.416  -2.250
H  3.424  -1.109  -1.885
H  1.881  -1.299  -1.050
H  2.491  -1.312  1.044
H  3.375  -2.256  1.863
C  0.291  -2.746  1.692
O  0.514  -1.412  1.137
C  -0.664  -0.591  1.198
C  -0.355  0.875  0.688
C  -1.626  1.752  0.582
N  0.289  0.930  -0.600
H  0.011  -2.611  2.737
H  1.185  -3.361  1.784
H  -0.481  -3.328  1.189
H  -1.400  -1.043  0.533
H  -1.063  -0.593  2.212
H  0.263  1.238  1.509
H  -2.100  1.915  1.549
H  -2.365  1.300  -0.079
H  -1.320  2.697  0.135
H  1.240  0.612  -0.482
H  -0.232  0.187  -1.043
C  -1.019  7.693  -1.282
O  0.247  7.133  -1.785
C  0.109  5.919  -2.553
C  -0.087  4.700  -1.657
C  0.993  4.582  -0.568
N  -0.097  3.433  -2.462
H  -1.702  7.866  -2.113
H  -0.855  8.609  -0.714
H  -1.611  7.085  -0.599
H  -0.781  5.990  -3.180
H  0.922  5.807  -3.270
H  -1.102  4.719  -1.259
H  1.959  4.960  -0.901
H  1.052  3.592  -0.115
H  0.822  5.228  0.293
H  0.829  3.267  -2.830
H  -0.093  2.628  -1.852
C  6.658  -1.379  6.426
O  5.603  -1.666  5.460
C  4.259  -1.230  5.850
C  3.188  -1.276  4.685
C  1.731  -1.141  5.183
N  3.229  -2.476  3.893
H  6.530  -2.068  7.260
H  6.576  -0.379  6.851
H  7.644  -1.510  5.981
H  3.790  -1.822  6.635
H  4.340  -0.235  6.287
H  3.412  -0.408  4.065
H  1.346  -2.078  5.587
H  1.047  -0.845  4.388
H  1.550  -0.468  6.021
H  4.213  -2.599  3.700
H  3.041  -3.248  4.516
C  1.891  3.082  3.264
O  3.152  2.729  2.722
C  3.142  1.857  1.587
C  4.545  1.699  1.076
C  5.042  3.047  0.565
N  4.580  0.753  -0.023
H  1.231  2.258  3.534
H  1.474  3.827  2.586
H  2.101  3.566  4.217
H  2.806  0.836  1.765
H  2.482  2.350  0.873
H  5.082  1.290  1.932
H  4.496  3.564  -0.224
H  6.086  2.992  0.257
H  4.995  3.799  1.353
H  4.129  -0.108  0.251
H  5.566  0.559  -0.118
C  -4.805  -0.139  3.640
O  -4.248  1.058  3.106
C  -5.158  1.897  2.318
C  -6.010  2.891  3.170
C  -6.888  3.750  2.220
N  -5.144  3.730  3.942
H  -4.876  -0.834  2.803
H  -5.790  0.017  4.080
H  -4.229  -0.689  4.384
H  -4.654  2.533  1.590
H  -5.747  1.220  1.699
H  -6.610  2.257  3.823
H  -7.458  3.218  1.457
H  -6.212  4.337  1.598
H  -7.540  4.400  2.804
H  -4.958  4.503  3.319
H  -4.263  3.250  3.823
C  -1.075  -2.023  -2.680
O  -0.852  -0.581  -2.853
C  -2.091  0.130  -2.684
C  -2.893  0.144  -4.011
C  -2.057  0.689  -5.137
N  -4.101  0.952  -3.841
H  -0.130  -2.549  -2.819
H  -1.803  -2.358  -3.419
H  -1.373  -2.209  -1.648
H  -2.670  -0.237  -1.837
H  -1.950  1.160  -2.357
H  -3.113  -0.885  -4.298
H  -1.742  1.682  -4.813
H  -2.554  0.813  -6.099
H  -1.093  0.216  -5.323
H  -4.758  0.880  -4.605
H  -4.594  0.579  -3.042
C  1.832  -1.335  -5.682
O  2.082  0.077  -5.680
C  2.052  0.583  -4.320
C  3.023  1.879  -4.060
C  4.512  1.513  -4.032
N  2.776  2.605  -2.808
H  0.825  -1.489  -5.295
H  2.451  -1.990  -5.069
H  1.817  -1.783  -6.676
H  1.028  0.835  -4.043
H  2.277  -0.241  -3.643
H  2.773  2.519  -4.906
H  4.803  0.918  -4.898
H  4.789  0.879  -3.190
H  5.106  2.407  -3.843
H  3.696  2.923  -2.540
H  2.413  2.124  -1.997
C  -4.944  7.812  -2.135
O  -4.938  6.448  -1.798
C  -4.000  5.764  -2.562
C  -4.448  4.275  -2.590
C  -4.502  3.600  -1.225
N  -3.401  3.538  -3.345
H  -5.531  8.007  -3.032
H  -4.000  8.274  -2.424
H  -5.351  8.428  -1.333
H  -3.934  6.168  -3.572
H  -3.011  5.863  -2.116
H  -5.401  4.216  -3.115
H  -4.784  2.547  -1.237
H  -5.264  4.027  -0.573
H  -3.530  3.661  -0.736
H  -2.777  3.275  -2.596
H  -3.707  2.639  -3.688
C  -1.309  -6.628  0.945
O  -0.305  -6.269  -0.031
C  1.047  -6.729  0.138
C  1.979  -5.983  -0.843
C  1.655  -6.565  -2.243
N  3.393  -6.114  -0.521
H  -1.415  -5.862  1.714
H  -1.048  -7.584  1.400
H  -2.313  -6.852  0.585
H  1.312  -6.483  1.167
H  1.209  -7.786  -0.073
H  1.760  -4.922  -0.724
H  0.616  -6.346  -2.488
H  1.903  -7.617  -2.384
H  2.245  -6.155  -3.063
H  3.562  -5.951  0.462
H  3.906  -5.387  -0.999
C  3.533  -4.672  6.712
O  3.362  -4.739  5.246
C  3.942  -5.890  4.698
C  3.536  -6.087  3.162
C  4.336  -7.235  2.540
N  3.965  -4.955  2.319
H  2.856  -5.360  7.220
H  3.282  -3.668  7.055
H  4.601  -4.770  6.907
H  5.001  -5.959  4.947
H  3.524  -6.774  5.181
H  2.460  -6.261  3.121
H  4.452  -8.087  3.209
H  5.395  -7.036  2.373
H  3.837  -7.649  1.664
H  3.372  -4.214  2.664
H  4.873  -4.669  2.655
C  -5.445  -0.465  -0.728
O  -5.995  0.726  -1.212
C  -7.005  0.471  -2.137
C  -7.353  1.811  -2.774
C  -8.146  2.702  -1.791
N  -8.078  1.710  -4.083
H  -4.676  -0.203  -0.001
H  -5.007  -0.920  -1.616
H  -6.181  -1.166  -0.335
H  -6.640  -0.177  -2.935
H  -7.849  -0.035  -1.668
H  -6.437  2.332  -3.051
H  -9.034  2.268  -1.332
H  -8.382  3.729  -2.070
H  -7.472  2.778  -0.938
H  -8.362  2.622  -4.413
H  -8.963  1.241  -3.956

Results
- Total charge: 0
- HOMO-LUMO gap: 8.1 eV
- Structure (SMILES): COC[C@H](C)N.COC[C@H](C)N.COC[C@H](C)N.COC[C@H](C)N.COC[C@H](C)N.COC[C@H](C)N.COC[C@H](C)N.COC[C@H](C)N.COC[C@H](C)N.COC[C@H](C)N.COC[C@H](C)N.COC[C@H](C)N
- HOMO: -7.84 eV

Löwdin atomic charge list, values in e, 2 entries: atom 1 (C): -0.06, atom 2 (O): -0.22

4.
C48H132N12O12 | ωB97M-V with the def2-TZVPD basis set

Atoms and positions in Å:
C  -4.853  13.104  28.311
O  -5.263  12.155  27.376
C  -5.606  10.907  27.853
C  -5.963  10.025  26.643
C  -7.382  10.375  26.162
N  -6.107  8.594  27.028
H  -5.643  13.301  29.036
H  -4.612  14.014  27.762
H  -4.025  12.753  28.928
H  -4.863  10.430  28.493
H  -6.507  10.915  28.467
H  -5.204  10.115  25.867
H  -7.659  9.913  25.214
H  -7.448  11.450  25.994
H  -8.213  10.126  26.822
H  -5.311  8.222  27.526
H  -6.181  8.021  26.199
C  -14.490  26.911  30.599
O  -14.627  26.031  31.720
C  -15.267  26.619  32.831
C  -15.726  25.550  33.753
C  -16.791  26.074  34.751
N  -14.615  24.954  34.457
H  -15.487  27.297  30.387
H  -14.019  26.357  29.787
H  -13.798  27.698  30.899
H  -14.641  27.298  33.411
H  -16.117  27.178  32.439
H  -16.185  24.825  33.081
H  -16.453  26.613  35.636
H  -17.483  25.368  35.210
H  -17.335  26.803  34.150
H  -14.895  24.147  34.997
H  -13.933  24.539  33.838
C  -11.799  12.819  35.220
O  -11.172  13.563  34.195
C  -12.011  14.120  33.142
C  -13.094  15.075  33.751
C  -13.917  15.729  32.585
N  -12.529  16.251  34.447
H  -12.224  11.928  34.757
H  -12.553  13.446  35.696
H  -11.095  12.492  35.984
H  -11.390  14.737  32.492
H  -12.491  13.347  32.543
H  -13.678  14.499  34.469
H  -14.553  16.491  33.036
H  -14.579  15.045  32.055
H  -13.250  16.186  31.854
H  -11.836  15.928  35.107
H  -11.988  16.794  33.790
C  -12.382  17.775  24.805
O  -12.693  19.171  24.724
C  -14.056  19.476  24.703
C  -14.706  19.178  23.329
C  -14.070  19.968  22.177
N  -16.168  19.415  23.264
H  -12.811  17.265  25.667
H  -11.306  17.607  24.846
H  -12.828  17.239  23.967
H  -14.693  18.831  25.308
H  -14.307  20.494  25.001
H  -14.631  18.094  23.240
H  -13.046  19.612  22.066
H  -14.195  21.021  22.430
H  -14.494  19.706  21.208
H  -16.464  19.360  22.300
H  -16.649  18.693  23.783
C  -20.393  23.092  13.949
O  -20.264  21.923  14.741
C  -18.908  21.326  14.646
C  -19.013  19.823  14.935
C  -19.804  18.948  13.865
N  -19.624  19.572  16.262
H  -21.409  23.163  13.562
H  -19.762  23.063  13.060
H  -20.112  24.012  14.462
H  -18.474  21.387  13.647
H  -18.291  21.756  15.435
H  -18.004  19.422  15.023
H  -20.813  19.331  13.709
H  -19.867  17.942  14.281
H  -19.391  18.838  12.863
H  -20.363  20.254  16.359
H  -20.125  18.699  16.341
C  -5.236  21.514  29.834
O  -6.004  20.823  30.858
C  -7.408  20.767  30.584
C  -8.195  22.062  30.841
C  -7.909  22.625  32.289
N  -9.561  21.738  30.695
H  -5.300  22.583  30.034
H  -5.513  21.363  28.790
H  -4.225  21.108  29.870
H  -7.459  20.402  29.559
H  -7.893  19.943  31.107
H  -7.884  22.825  30.127
H  -6.866  22.942  32.313
H  -8.048  21.864  33.057
H  -8.568  23.464  32.509
H  -9.643  21.506  29.716
H  -10.078  22.599  30.798
C  -22.972  14.793  31.280
O  -22.327  14.199  30.176
C  -21.767  15.068  29.221
C  -21.393  14.296  27.885
C  -20.315  13.224  28.081
N  -21.042  15.221  26.854
H  -23.149  13.982  31.986
H  -23.931  15.287  31.123
H  -22.407  15.539  31.838
H  -22.420  15.922  29.040
H  -20.857  15.586  29.525
H  -22.257  13.798  27.445
H  -20.547  12.616  28.956
H  -19.385  13.777  28.209
H  -20.184  12.647  27.166
H  -21.740  15.931  26.688
H  -20.965  14.761  25.958
C  -18.524  31.076  23.007
O  -18.200  29.710  22.754
C  -19.241  28.772  22.881
C  -18.787  27.368  22.535
C  -18.295  27.401  21.100
N  -19.778  26.351  22.831
H  -17.672  31.739  23.162
H  -19.202  31.195  23.852
H  -19.022  31.547  22.160
H  -19.580  28.842  23.914
H  -20.087  28.986  22.228
H  -17.834  27.237  23.045
H  -17.306  27.850  21.016
H  -18.922  27.987  20.428
H  -18.278  26.383  20.711
H  -20.080  26.604  23.761
H  -19.225  25.523  23.002
C  -12.422  27.254  15.249
O  -12.646  28.629  15.571
C  -12.731  29.462  14.439
C  -13.812  29.134  13.386
C  -13.705  30.093  12.212
N  -15.161  29.217  13.992
H  -13.325  26.777  14.869
H  -12.076  26.763  16.159
H  -11.674  27.137  14.465
H  -12.879  30.441  14.896
H  -11.763  29.505  13.939
H  -13.715  28.132  12.970
H  -14.017  31.096  12.506
H  -14.370  29.963  11.358
H  -12.684  30.051  11.834
H  -15.791  28.808  13.317
H  -15.200  28.655  14.830
C  -29.162  23.369  18.093
O  -28.290  23.312  16.949
C  -27.038  22.818  17.269
C  -26.180  23.492  18.442
C  -26.041  25.007  18.212
N  -24.835  22.869  18.588
H  -28.759  23.977  18.903
H  -29.337  22.376  18.507
H  -30.148  23.748  17.827
H  -27.206  21.745  17.362
H  -26.513  22.884  16.316
H  -26.759  23.389  19.359
H  -27.013  25.500  18.208
H  -25.423  25.181  17.331
H  -25.553  25.503  19.050
H  -24.202  23.341  19.217
H  -24.317  23.140  17.764
C  -19.109  12.686  18.459
O  -20.402  12.640  19.028
C  -21.258  11.535  18.733
C  -21.697  11.511  17.299
C  -22.822  12.541  17.010
N  -22.288  10.212  16.888
H  -18.476  11.874  18.817
H  -18.655  13.648  18.697
H  -19.228  12.564  17.382
H  -20.675  10.672  19.055
H  -22.138  11.556  19.376
H  -20.881  11.723  16.608
H  -23.037  12.706  15.954
H  -22.491  13.520  17.358
H  -23.774  12.415  17.526
H  -21.573  9.500  16.948
H  -22.939  9.915  17.600
C  -12.362  21.028  11.279
O  -12.680  21.951  10.243
C  -12.216  21.602  8.979
C  -12.961  22.410  7.920
C  -14.458  22.078  7.988
N  -12.456  22.070  6.613
H  -12.509  19.991  10.979
H  -12.994  21.128  12.162
H  -11.340  21.163  11.632
H  -11.131  21.693  8.927
H  -12.434  20.555  8.767
H  -12.773  23.471  8.087
H  -14.982  22.617  7.199
H  -14.995  22.261  8.919
H  -14.640  21.024  7.782
H  -12.438  21.069  6.481
H  -11.467  22.273  6.607

Results
- Total charge: 0
- HOMO-LUMO gap: 9.5 eV
- Structure (SMILES): COC[C@H](C)N.COC[C@H](C)N.COC[C@H](C)N.COC[C@H](C)N.COC[C@H](C)N.COC[C@H](C)N.COC[C@H](C)N.COC[C@H](C)N.COC[C@H](C)N.COC[C@H](C)N.COC[C@H](C)N.COC[C@H](C)N
- HOMO: -9.04 eV

Löwdin atomic charge list, values in e, 2 entries: atom 1 (C): -0.11, atom 2 (O): -0.18

Of them, 1 has the highest stability.